No. 1
Formula: C10H15NO3S
Source: the Open Molecules 2025 dataset
Level of theory: the ωB97M-V functional and the def2-TZVPD basis

## Properties
E_HOMO (spin up / spin down) (eV): -7.74 / -7.77
Energy (eV): -29071.7768
F_max (hartree/bohr): 0.033
Molar mass (g/mol): 229.3
Relative energy (zero: lowest compared OMol25 entry of this formula, charge and spin) (eV): 9.009

Cartesian coordinates (Å):
C 1.479 1.750 -1.206
C 2.215 0.663 -1.066
C 2.599 0.575 1.585
C 0.366 2.085 -0.266
C -2.093 1.279 0.196
C -2.278 -1.425 -1.226
C -0.776 1.128 -0.588
C -2.013 -0.197 0.643
C -0.642 -0.339 -0.091
C 0.367 -2.093 1.222
N 0.440 -0.705 0.760
O 2.664 -2.514 -0.804
O -2.859 -1.118 0.018
O -0.892 -1.289 -1.107
S 2.082 -0.429 0.326
H 1.610 2.375 -2.080
H 2.961 0.313 -1.757
H 3.527 1.075 1.353
H 2.610 0.073 2.540
H 0.688 1.946 0.767
H 0.029 3.113 -0.408
H -2.028 1.972 1.029
H -2.967 1.510 -0.407
H -2.522 -2.458 -1.486
H -2.665 -0.744 -2.007
H -0.938 1.123 -1.669
H -2.038 -0.369 1.718
H 1.001 -2.718 0.579
H 0.731 -2.131 2.249
H -0.657 -2.450 1.182

=====

No. 2
Formula: C36H50CaN5O18
Source: the Open Molecules 2025 dataset
Level of theory: the ωB97M-V functional and the def2-TZVPD basis

## Properties
E_HOMO (eV): -8.94
Energy (eV): -100868.4971
F_max (hartree/bohr): 0.099
Molar mass (g/mol): 880.9
Relative energy (zero: lowest compared OMol25 entry of this formula, charge and spin) (eV): 12.242
Net charge: +1

Cartesian coordinates (Å):
Ca 6.043 1.949 1.280
N 1.820 -0.368 0.303
O 0.610 -0.544 -0.012
O 2.203 -0.130 1.416
O 2.589 -0.052 -0.567
C -2.676 8.715 0.364
C -1.408 8.912 1.149
C -1.524 8.591 2.660
O -0.349 7.857 2.921
C 0.111 7.327 1.834
O 1.026 6.492 1.784
O -0.577 7.842 0.765
H -2.689 8.838 -0.719
H -3.357 9.507 0.676
H -3.227 7.846 0.723
H -0.939 9.883 0.989
H -2.473 8.110 2.895
H -1.554 9.539 3.199
C 0.808 -4.181 6.502
C 1.071 -3.131 7.535
C -0.164 -2.880 8.401
O 0.372 -2.766 9.734
C 1.566 -3.421 9.752
O 2.313 -3.595 10.742
O 1.976 -3.672 8.450
H 1.744 -4.594 6.127
H 0.279 -3.787 5.635
H 0.250 -5.035 6.885
H 1.576 -2.216 7.224
H -0.932 -3.649 8.316
H -0.668 -1.951 8.135
C 4.458 10.382 -5.218
C 3.902 8.967 -5.014
C 4.223 8.018 -6.157
O 4.646 6.884 -5.472
C 4.801 7.121 -4.218
O 5.048 6.289 -3.357
O 4.520 8.367 -3.959
H 4.069 10.791 -6.150
H 5.532 10.424 -5.399
H 4.273 11.028 -4.359
H 2.842 9.058 -4.777
H 5.002 8.531 -6.722
H 3.361 7.785 -6.782
C -0.196 -5.762 -5.485
C 0.842 -6.314 -4.488
C 1.681 -5.280 -3.799
O 1.572 -5.683 -2.404
C 0.571 -6.552 -2.271
O 0.156 -6.988 -1.175
O 0.135 -6.915 -3.454
H 0.230 -5.198 -6.316
H -0.843 -5.020 -5.016
H -0.956 -6.492 -5.763
H 1.478 -7.048 -4.983
H 1.286 -4.298 -4.059
H 2.710 -5.331 -4.153
C 9.336 -8.022 -0.344
C 8.090 -7.647 0.445
C 8.220 -7.889 1.970
O 8.000 -6.600 2.475
C 7.791 -5.718 1.460
O 7.485 -4.539 1.547
O 8.088 -6.318 0.333
H 9.452 -7.420 -1.245
H 9.278 -9.086 -0.571
H 10.287 -7.866 0.167
H 7.179 -7.996 -0.042
H 9.228 -8.266 2.143
H 7.493 -8.646 2.267
N -4.059 3.030 2.854
C -5.263 3.355 2.264
C -6.053 3.996 3.275
C -5.380 3.817 4.480
C -4.188 3.205 4.209
H -3.208 2.681 2.437
H -5.359 3.314 1.189
H -7.049 4.412 3.248
H -5.708 4.049 5.482
H -3.328 3.028 4.837
N -4.949 -2.934 -3.087
C -5.539 -2.291 -4.132
C -6.468 -3.202 -4.657
C -6.419 -4.375 -3.876
C -5.540 -4.137 -2.833
H -4.157 -2.555 -2.588
H -5.192 -1.312 -4.427
H -7.078 -3.009 -5.527
H -7.067 -5.237 -3.929
H -5.246 -4.740 -1.987
N -0.718 2.833 -5.155
C -0.512 2.399 -6.447
C -1.407 3.078 -7.266
C -2.207 3.936 -6.466
C -1.865 3.621 -5.119
H -0.178 2.568 -4.344
H 0.162 1.599 -6.714
H -1.652 2.972 -8.313
H -2.972 4.583 -6.869
H -2.214 4.003 -4.171
N -5.924 -2.766 5.003
C -5.141 -3.339 4.030
C -5.260 -4.723 4.316
C -6.146 -4.936 5.334
C -6.531 -3.733 5.775
H -6.277 -1.820 5.009
H -4.672 -2.684 3.311
H -4.726 -5.507 3.800
H -6.398 -5.910 5.727
H -7.203 -3.460 6.575

=====

No. 3
Formula: C3H6O2
Source: the Open Molecules 2025 dataset
Level of theory: the ωB97M-V functional and the def2-TZVPD basis

## Properties
SMILES: OC[C@H]1CO1
E_HOMO (eV): -10.31
Energy (eV): -7301.6677
F_max (hartree/bohr): 0.007
Molar mass (g/mol): 74.1
Relative energy (zero: lowest compared OMol25 entry of this formula, charge and spin) (eV): 2.010

Cartesian coordinates (Å):
O -1.697 0.548 -1.075
C -0.942 0.609 0.113
C 0.501 0.283 -0.181
C 1.239 -0.728 0.575
O 0.671 -1.040 -0.689
H -1.500 -0.315 -1.467
H -1.040 1.628 0.501
H -1.330 -0.086 0.875
H 1.058 1.041 -0.733
H 0.768 -1.213 1.430
H 2.328 -0.698 0.597

=====

No. 4
Formula: C3H10N2O
Source: the Open Molecules 2025 dataset
Level of theory: the ωB97M-V functional and the def2-TZVPD basis

## Properties
SMILES: CC=O.NCN
E_HOMO (eV): -9.28
Energy (eV): -8299.8461
F_max (hartree/bohr): 0.053
Molar mass (g/mol): 90.1
Relative energy (zero: lowest compared OMol25 entry of this formula, charge and spin) (eV): 1.658

Cartesian coordinates (Å):
C 0.914 -2.385 -1.986
C -0.589 -2.677 -1.902
O -1.359 -2.243 -1.086
H 1.057 -1.311 -2.109
H 1.242 -2.923 -2.867
H 1.273 -2.682 -1.003
H -0.900 -3.528 -2.529
N -0.356 2.453 2.608
C 0.181 1.744 1.480
N 1.008 2.589 0.557
H -1.240 2.881 2.419
H -0.467 1.846 3.406
H 0.862 0.932 1.698
H -0.596 1.421 0.778
H 0.432 3.369 0.243
H 1.675 3.048 1.162

=====

No. 5
Formula: C2H3N4
Source: the Open Molecules 2025 dataset
Level of theory: the ωB97M-V functional and the def2-TZVPD basis

## Properties
E_HOMO (eV): -2.93
Energy (eV): -8079.8983
F_max (hartree/bohr): 0.067
Molar mass (g/mol): 83.1
Relative energy (zero: lowest compared OMol25 entry of this formula, charge and spin) (eV): 3.301
Net charge: -1

Cartesian coordinates (Å):
C 0.088 -0.068 -0.008
C -0.060 0.100 -1.475
N -0.170 0.274 2.400
N -0.865 0.905 1.632
N 0.640 -0.916 0.716
N 0.621 -0.693 2.092
H -0.998 0.751 -1.509
H 0.821 0.521 -1.783
H -0.077 -0.874 -2.066

=====

No. 6
Formula: C13H24N4O5PmS2
Source: the Open Molecules 2025 dataset
Level of theory: the ωB97M-V functional and the def2-TZVPD basis

## Properties
Multiplicity: 5
E_HOMO (spin up / spin down) (eV): -10.19 / -10.20
Energy (eV): -68285.9519
F_max (hartree/bohr): 0.111
Molar mass (g/mol): 525.5
Relative energy (zero: lowest compared OMol25 entry of this formula, charge and spin) (eV): 1.247
Net charge: +1

Cartesian coordinates (Å):
O 1.400 -1.568 1.359
H 2.370 -1.495 1.304
Pm 0.650 -1.160 -1.025
N -1.435 -2.240 -1.283
N -1.406 -0.073 -0.095
O -1.292 -3.495 -1.880
O -1.308 1.102 0.656
C -2.641 -1.909 -0.792
C -2.610 -0.687 -0.065
C -3.869 -2.730 -0.953
C -3.809 -0.169 0.643
H -3.655 -3.635 -1.527
H -4.647 -2.151 -1.474
H -4.275 -3.016 0.029
H -3.574 0.742 1.200
H -4.195 -0.925 1.344
H -4.617 0.046 -0.073
H -0.273 -3.513 -2.002
H -0.661 1.705 0.092
O 1.036 -0.011 -3.079
H 1.304 -0.462 -3.898
H 1.026 0.970 -3.276
C 1.594 -2.165 3.782
H 2.671 -1.993 3.897
H 1.372 -3.231 3.929
H 1.018 -1.573 4.501
O 1.177 -2.942 -1.892
H 1.272 -1.887 2.689
H 1.772 -3.644 -2.196
C 2.011 1.312 3.834
C 2.399 1.446 2.414
N 1.648 1.932 1.480
C 2.290 1.993 0.252
C 3.584 1.477 0.267
S 4.004 0.910 1.830
C 1.583 2.476 -0.915
C 2.139 2.937 -2.090
S 0.929 3.160 -3.313
C -0.310 2.752 -2.128
N 0.193 2.352 -0.982
C -1.742 2.748 -2.489
H 2.834 1.670 4.467
H 1.113 1.915 4.009
H 1.801 0.260 4.077
H 4.227 1.415 -0.602
H 3.198 3.098 -2.248
H -2.039 3.765 -2.782
H -1.899 2.081 -3.348
H -2.357 2.413 -1.648

=====

No. 7
Formula: C4H8NOS
Source: the Open Molecules 2025 dataset
Level of theory: the ωB97M-V functional and the def2-TZVPD basis

## Properties
SMILES: O=C1C[NH2+][C@@H](S)C1
E_HOMO (eV): -14.26
Energy (eV): -18643.2475
F_max (hartree/bohr): 0.024
Molar mass (g/mol): 118.2
Relative energy (zero: lowest compared OMol25 entry of this formula, charge and spin) (eV): 0.000
Net charge: +1

Cartesian coordinates (Å):
O -0.331 -2.106 -1.682
C -0.234 -1.229 -0.893
C 0.633 -1.263 0.378
N 0.193 -0.100 1.178
C -0.257 0.939 0.185
S 1.284 1.815 -0.359
C -0.913 0.128 -0.918
H 0.527 -2.208 0.912
H 1.677 -1.146 0.075
H -0.585 -0.371 1.791
H 0.952 0.275 1.761
H -0.919 1.660 0.664
H 0.757 3.030 -0.436
H -0.799 0.583 -1.903
H -1.985 -0.009 -0.752

=====

No. 8
Formula: C5H14O
Source: the Open Molecules 2025 dataset
Level of theory: the ωB97M-V functional and the def2-TZVPD basis

## Properties
SMILES: CCCCC.O
E_HOMO (eV): -11.00
Energy (eV): -7459.2883
F_max (hartree/bohr): 0.027
Molar mass (g/mol): 90.2
Relative energy (zero: lowest compared OMol25 entry of this formula, charge and spin) (eV): 0.497

Cartesian coordinates (Å):
C -2.119 -0.395 0.136
C -1.154 0.595 0.782
C -0.263 1.353 -0.200
C 0.653 0.425 -1.013
C 2.083 0.392 -0.474
H -3.106 -0.319 0.611
H -2.429 -0.096 -0.868
H -1.833 -1.434 0.186
H -1.740 1.319 1.354
H -0.550 0.158 1.587
H -0.852 2.021 -0.835
H 0.330 2.060 0.385
H 0.216 -0.574 -0.992
H 0.645 0.692 -2.071
H 2.588 -0.539 -0.672
H 2.650 1.256 -0.835
H 2.122 0.522 0.605
O 1.274 -2.554 0.853
H 0.963 -2.134 0.044
H 0.525 -2.749 1.415

=====

No. 9
Formula: C43H37Cl2N7O6V
Source: the Open Molecules 2025 dataset
Level of theory: the ωB97M-V functional and the def2-TZVPD basis

## Properties
Multiplicity: 4
E_HOMO (spin up / spin down) (eV): -6.19 / -7.45
Energy (eV): -118643.2712
F_max (hartree/bohr): 0.042
Molar mass (g/mol): 869.7

Cartesian coordinates (Å):
V -0.605 -0.558 -0.740
Cl -5.066 -5.349 -0.146
C -3.701 -4.327 0.138
C -3.009 -3.809 -0.951
C -1.933 -2.961 -0.731
N -1.265 -2.157 -1.644
C -1.462 -2.191 -2.970
O -1.998 -3.057 -3.652
C -0.963 -0.908 -3.562
C -0.860 -0.738 -4.933
C -0.417 0.477 -5.422
C -0.162 1.499 -4.512
C -0.336 1.259 -3.165
N -0.695 0.067 -2.680
C -1.484 -2.701 0.588
C -2.190 -3.220 1.664
C -3.313 -4.007 1.431
Cl -4.226 -4.565 2.789
N -0.284 -1.979 0.598
C 0.631 -2.409 1.527
O 0.344 -2.936 2.591
C 2.085 -2.406 1.138
C 2.926 -3.283 1.825
C 4.250 -3.383 1.441
C 4.708 -2.565 0.417
C 3.800 -1.710 -0.185
N 2.514 -1.656 0.140
H -3.329 -4.039 -1.956
H -1.115 -1.571 -5.573
H -0.288 0.636 -6.484
H 0.147 2.478 -4.852
H -0.167 2.042 -2.436
H -1.883 -3.012 2.675
H 2.523 -3.875 2.633
H 4.915 -4.080 1.934
H 5.742 -2.591 0.098
H 4.116 -1.022 -0.963
O 5.129 2.577 3.302
C 3.980 3.292 3.305
O 3.887 4.255 4.017
C 2.891 2.826 2.409
C 1.660 3.477 2.491
C 0.579 3.085 1.731
C 0.687 2.000 0.842
C 1.939 1.386 0.724
C 3.012 1.782 1.488
N -0.381 1.434 0.155
C -1.554 2.053 0.177
C -2.690 1.419 -0.347
C -3.931 2.087 -0.437
C -4.997 1.478 -1.036
C -4.825 0.171 -1.522
C -3.609 -0.448 -1.362
N -2.536 0.131 -0.792
H 5.058 1.812 2.723
H 1.571 4.294 3.194
H -0.359 3.605 1.869
H 2.012 0.545 0.056
H 3.942 1.236 1.359
H -1.677 3.059 0.564
H -4.002 3.085 -0.024
H -5.946 1.986 -1.140
H -5.633 -0.356 -2.007
H -3.506 -1.461 -1.713
C 3.971 1.072 -4.628
N 3.185 0.950 -3.412
C 3.061 2.150 -2.598
C 2.483 -0.165 -3.090
C 2.664 -1.379 -3.969
O 1.746 -0.204 -2.110
H 4.569 1.978 -4.560
H 3.330 1.144 -5.512
H 4.648 0.229 -4.761
H 3.981 2.334 -2.037
H 2.249 2.018 -1.890
H 2.858 3.013 -3.236
H 3.582 -1.898 -3.685
H 2.706 -1.143 -5.030
H 1.831 -2.051 -3.778
C 0.325 -0.051 4.742
C -0.528 0.198 3.525
O -0.133 -0.066 2.410
C -1.882 0.791 3.720
C -2.119 1.769 4.682
C -3.375 2.343 4.794
C -4.400 1.941 3.949
C -4.172 0.959 2.995
C -2.916 0.390 2.876
H 0.894 -0.966 4.577
H -0.278 -0.149 5.641
H 1.029 0.775 4.865
H -1.314 2.092 5.332
H -3.559 3.102 5.543
H -5.382 2.388 4.042
H -4.976 0.629 2.350
H -2.727 -0.399 2.157

=====

No. 10
Formula: C4H12S2
Source: the Open Molecules 2025 dataset
Level of theory: the ωB97M-V functional and the def2-TZVPD basis

## Properties
SMILES: CSC.CSC
E_HOMO (eV): -8.21
Energy (eV): -26012.5661
F_max (hartree/bohr): 0.023
Molar mass (g/mol): 124.3
Relative energy (zero: lowest compared OMol25 entry of this formula, charge and spin) (eV): 0.552

Cartesian coordinates (Å):
C -2.470 -2.115 -1.224
S -2.376 -0.310 -1.074
C -1.823 -0.151 0.656
H -2.303 -2.537 -0.233
H -1.795 -2.463 -1.981
H -3.488 -2.409 -1.490
H -1.048 -0.883 0.855
H -1.430 0.854 0.775
H -2.686 -0.336 1.293
C 1.563 1.935 1.262
S 1.398 1.590 -0.515
C 2.712 0.369 -0.726
H 1.151 2.914 1.467
H 2.624 2.031 1.494
H 1.054 1.166 1.831
H 2.356 -0.326 -1.488
H 3.631 0.818 -1.109
H 2.931 -0.147 0.205

=====

No. 11
Formula: C8H9N3O2S
Source: the Open Molecules 2025 dataset
Level of theory: the ωB97M-V functional and the def2-TZVPD basis

## Properties
SMILES: ONC(=S)N/N=C/c1ccccc1O
E_HOMO (eV): -8.40
Energy (eV): -27834.8731
F_max (hartree/bohr): 0.137
Molar mass (g/mol): 211.2
Relative energy (zero: lowest compared OMol25 entry of this formula, charge and spin) (eV): 5.986

Cartesian coordinates (Å):
O 3.054 -0.529 1.836
N 3.408 -0.641 0.390
C 2.782 -1.483 -0.385
S 3.444 -2.625 -1.453
N 1.357 -1.462 -0.205
N 0.684 -0.223 0.086
C -0.635 -0.278 -0.400
C -1.656 0.874 -0.273
C -1.342 2.272 -0.555
C -2.135 3.303 -0.282
C -3.391 2.980 0.223
C -3.979 1.668 0.671
C -3.045 0.654 0.499
O -3.684 -0.548 0.852
H 2.267 0.179 2.071
H 4.434 -0.793 0.627
H 0.825 -1.997 -1.086
H -1.193 -1.112 -0.557
H -0.312 2.409 -0.949
H -1.681 4.227 -0.496
H -4.071 3.744 0.685
H -5.004 1.487 1.418
H -3.073 -1.184 1.152

=====

No. 12
Formula: C25H21Cl2N4O9S2W
Source: the Open Molecules 2025 dataset
Level of theory: the ωB97M-V functional and the def2-TZVPD basis

## Properties
E_HOMO (eV): -11.59
Energy (eV): -99185.0213
F_max (hartree/bohr): 0.025
Molar mass (g/mol): 840.3
Net charge: +1

Cartesian coordinates (Å):
W -0.675 0.256 -0.347
C -0.543 3.578 0.363
N -0.434 2.303 1.127
C 0.909 2.303 1.760
C 1.279 0.935 2.263
N 1.380 -0.014 1.128
C 1.432 -1.386 1.691
C 2.623 0.262 0.393
C 3.858 -0.104 0.911
C 5.016 0.090 0.178
C 4.953 0.675 -1.077
C 3.733 1.089 -1.577
C 2.571 0.882 -0.844
S 1.056 1.459 -1.543
C -1.460 2.282 2.177
C -1.811 3.441 2.862
C -2.780 3.419 3.851
C -3.420 2.232 4.171
C -3.064 1.070 3.513
C -2.085 1.094 2.525
S -1.652 -0.455 1.787
H -0.183 4.412 0.966
H -1.577 3.759 0.090
H 0.063 3.521 -0.533
H 0.922 3.012 2.590
H 1.636 2.631 1.015
H 0.527 0.569 2.963
H 2.236 0.985 2.786
H 2.242 -1.483 2.412
H 1.601 -2.105 0.898
H 0.500 -1.610 2.197
H 3.934 -0.557 1.890
H 5.963 -0.233 0.587
H 5.849 0.801 -1.668
H 3.662 1.559 -2.550
H -1.333 4.380 2.626
H -3.036 4.338 4.359
H -4.184 2.207 4.935
H -3.538 0.127 3.750
O -3.748 -2.066 -1.868
C -2.629 -1.848 -1.514
O -2.274 -0.740 -0.886
C -1.523 -2.834 -1.724
C -1.855 -4.065 -2.263
C -0.871 -5.002 -2.478
C 0.456 -4.724 -2.225
C 0.801 -3.484 -1.730
C -0.190 -2.518 -1.428
O 0.097 -1.340 -0.816
N 2.230 -3.220 -1.568
O 2.602 -2.071 -1.689
O 2.960 -4.175 -1.422
N -1.225 -6.331 -3.018
O -2.398 -6.532 -3.245
O -0.314 -7.114 -3.185
H -2.886 -4.285 -2.504
H 1.217 -5.459 -2.444
Cl -4.048 3.372 -2.169
C -2.727 2.636 -3.061
Cl -1.449 3.836 -3.428
C -1.996 1.595 -2.244
O -1.364 0.677 -2.763
O -1.943 1.733 -0.958
H -3.093 2.235 -3.998